[1]
Computed, not measured: 3 unconnected molecules or ions with the total composition C26H40NO6, with ωB97M-V/def2-TZVPD.

Output
Orbital gap (spin up / spin down) in eV: 8.04 / 7.83
HOMO energy (spin up / spin down) in eV: -8.4112 / -8.4111
ΔE to the lowest compared entry with this formula, charge and spin in kcal/mol: 344.3
Net charge: 0
DFT total energy in eV: -41367.7934
2S+1: 2

CARTESIAN COORDINATES (ANGSTROEM)
C -3.29 3.12 -3.14
C -1.68 2.83 -2.76
C -0.84 3.42 -4.08
C -1.32 1.23 -2.68
C -1.55 0.57 -1.17
C -3.17 0.52 -0.96
C -3.83 1.67 -0.02
O -3.97 1.07 1.35
C -4.10 2.13 2.37
O -5.36 2.49 2.73
C -1.08 -1.01 -1.30
C 0.53 -1.25 -1.44
O 1.34 -0.87 -2.43
C 1.24 -2.15 -0.22
C 2.32 -3.36 -0.49
C 2.90 -4.19 0.83
C 2.44 -3.85 2.39
C 1.36 -2.64 2.66
C 0.78 -1.80 1.34
C -0.70 1.46 -0.09
C -0.32 2.99 -0.64
C -0.25 3.93 0.74
C 1.20 3.06 -1.28
N -1.39 3.61 -1.51
O -1.04 4.88 -1.81
H -3.77 2.13 -3.55
H -3.82 3.48 -2.14
H -3.39 4.04 -3.89
H -1.08 2.67 -4.98
H 0.30 3.53 -3.88
H -1.30 4.47 -4.38
H -0.22 1.11 -3.07
H -2.04 0.67 -3.45
H -3.68 0.58 -2.02
H -3.45 -0.55 -0.52
H -4.92 1.89 -0.40
H -3.21 2.65 0.13
H -3.13 2.59 2.85
H -1.59 -1.46 -2.28
H -1.52 -1.60 -0.39
H 2.63 -3.61 -1.60
H 3.67 -5.07 0.65
H 2.88 -4.48 3.29
H 1.00 -2.37 3.77
H -0.02 -0.96 1.59
H -1.24 1.60 0.97
H 0.36 0.99 0.19
H 0.72 4.62 0.64
H -0.07 3.28 1.71
H -1.15 4.67 0.83
H 2.01 2.63 -0.53
H 1.47 4.21 -1.41
H 1.32 2.45 -2.28
C -2.64 -0.98 3.41
C -1.97 -1.49 4.66
O -0.83 -1.95 4.63
C -2.74 -1.40 5.95
H -1.96 -1.10 2.56
H -3.55 -1.55 3.22
H -2.87 0.08 3.52
H -3.66 -2.00 5.87
H -2.98 -0.36 6.17
H -2.14 -1.81 6.76
C 6.07 -3.29 -1.92
C 6.42 -4.36 -0.92
O 5.59 -5.19 -0.56
C 7.83 -4.37 -0.38
H 5.03 -3.40 -2.22
H 6.20 -2.30 -1.46
H 6.71 -3.38 -2.80
H 8.03 -3.43 0.14
H 8.54 -4.52 -1.20
H 7.94 -5.20 0.33

***

[2]
Computed, not measured: a molecular structure, C3H6Br2O3, with ωB97M-V/def2-TZVPD.

Output
Orbital gap (spin up / spin down) in eV: 6.72 / 6.69
HOMO energy (spin up / spin down) in eV: -6.2507 / -10.1203
Net charge: 0
DFT total energy in eV: -149428.8402
2S+1: 3

CARTESIAN COORDINATES (ANGSTROEM)
C 0.43 -1.13 0.55
C -0.49 1.01 -0.68
C 0.55 0.35 0.25
O -0.19 -1.71 -0.54
O -0.25 0.70 -1.95
O 0.36 1.25 1.82
Br -2.35 0.44 -0.22
Br 2.31 0.92 -0.30
H 1.41 -1.55 0.72
H -0.31 -0.94 1.40
H -0.37 2.08 -0.63
H -0.21 -2.59 -0.30
H -0.30 -0.24 -1.95
H -0.59 1.39 1.83

***

[3]
Computed, not measured: C4H7FN2 in the gas phase, with ωB97M-V/def2-TZVPD.

Output
Orbital gap in eV: 10.29
HOMO energy in eV: -9.3285
ΔE to the lowest compared entry with this formula, charge and spin in kcal/mol: 67.1
Net charge: 0
DFT total energy in eV: -9955.8707
SMILES string: [H]/N=N/[C@H](F)CC=C

CARTESIAN COORDINATES (ANGSTROEM)
H -2.87 0.56 -1.12
N -2.26 0.60 -0.25
N -1.66 -0.47 -0.26
C -0.72 -0.56 1.08
F -0.80 0.51 1.89
C 0.80 -0.70 0.76
C 0.96 -0.11 -0.66
C 1.56 0.97 -1.10
H -1.23 -1.39 1.58
H 1.24 -1.63 0.71
H 1.17 0.06 1.41
H 0.19 -0.66 -1.27
H 1.36 1.23 -2.15
H 2.26 1.58 -0.62

***

[4]
Computed, not measured: a molecular structure, C37H32Br2N4OPReS2, with ωB97M-V/def2-TZVPD.

Output
Orbital gap (spin up / spin down) in eV: 5.50 / 5.90
HOMO energy (spin up / spin down) in eV: -10.4261 / -10.4369
ΔE to the lowest compared entry with this formula, charge and spin in kcal/mol: 0.0
Net charge: +1
DFT total energy in eV: -220068.0489
2S+1: 2

CARTESIAN COORDINATES (ANGSTROEM)
Re -0.16 1.39 0.44
Br 2.08 2.43 -3.98
C 0.48 3.19 -3.32
C -0.23 4.10 -4.07
C -1.38 4.69 -3.57
Br -2.30 5.96 -4.63
C -1.87 4.35 -2.28
C -2.99 4.93 -1.67
C -3.33 4.52 -0.40
C -2.59 3.53 0.24
N -1.55 2.93 -0.32
C -1.17 3.36 -1.55
C 0.05 2.79 -2.04
O 0.71 1.98 -1.30
H 0.12 4.36 -5.06
H -3.56 5.69 -2.18
H -4.17 4.96 0.12
H -2.86 3.24 1.24
C -0.89 -0.35 3.04
N -1.42 0.84 2.36
C -2.82 0.51 2.03
C -1.36 1.98 3.32
C -0.06 2.74 3.17
C 0.48 3.45 4.23
C 1.65 4.17 4.05
C 2.26 4.20 2.81
C 1.73 3.48 1.76
C 0.56 2.73 1.91
H -1.58 -0.69 3.82
H 0.07 -0.14 3.50
H -0.76 -1.16 2.32
H -3.40 0.36 2.95
H -2.84 -0.41 1.46
H -3.29 1.28 1.43
H -1.48 1.62 4.35
H -2.19 2.67 3.12
H -0.01 3.43 5.19
H 2.09 4.69 4.89
H 3.17 4.77 2.67
H 2.23 3.49 0.80
S 1.02 -2.72 1.35
P -0.21 -2.57 -0.21
S -0.98 -0.73 -0.68
C -1.66 -3.65 0.04
C -1.78 -4.39 1.20
C -2.86 -5.24 1.36
C -3.81 -5.35 0.36
C -3.68 -4.60 -0.81
C -2.60 -3.76 -0.97
C 0.61 -3.27 -1.68
C 0.50 -2.71 -2.94
C 1.12 -3.32 -4.02
C 1.85 -4.48 -3.83
C 1.96 -5.04 -2.57
C 1.35 -4.43 -1.49
H -1.03 -4.31 1.98
H -2.96 -5.82 2.26
H -4.65 -6.01 0.48
H -4.42 -4.69 -1.59
H -2.49 -3.18 -1.88
H -0.08 -1.81 -3.09
H 1.03 -2.89 -5.00
H 2.32 -4.96 -4.68
H 2.53 -5.95 -2.43
H 1.44 -4.86 -0.50
N 3.45 -0.51 1.87
C 2.31 0.18 1.99
N 1.70 0.35 0.83
C 2.50 -0.26 -0.12
C 2.40 -0.40 -1.50
C 3.39 -1.09 -2.16
C 4.48 -1.65 -1.48
C 4.60 -1.54 -0.12
C 3.61 -0.83 0.55
H 4.04 -0.82 2.63
H 1.96 0.58 2.92
H 1.58 0.05 -2.04
H 3.34 -1.20 -3.23
H 5.24 -2.18 -2.04
H 5.43 -1.98 0.42

***

[5]
Computed, not measured: C6H10N2O in the gas phase, with ωB97M-V/def2-TZVPD.

Output
Orbital gap in eV: 9.96
HOMO energy in eV: -9.1317
ΔE to the lowest compared entry with this formula, charge and spin in kcal/mol: 128.1
Net charge: 0
DFT total energy in eV: -11406.5328
SMILES string: O[C@]12CN[C@@H]1[C@@H]1CN1C2

CARTESIAN COORDINATES (ANGSTROEM)
O 0.36 -1.19 1.27
C 0.50 -0.52 -0.09
C 1.97 -0.30 -0.37
N 1.75 1.02 0.42
C 0.31 0.94 -0.07
C -1.24 1.07 0.23
C -2.13 0.13 0.80
N -1.71 -0.04 -0.61
C -0.69 -1.09 -0.92
H 1.14 -0.89 1.85
H 2.12 -0.22 -1.37
H 2.83 -0.94 0.00
H 2.29 1.88 0.11
H 0.33 1.31 -1.05
H -1.64 1.98 -0.18
H -3.14 0.42 0.86
H -1.47 -0.36 1.53
H -0.80 -1.12 -2.03
H -0.80 -2.09 -0.39